(1)
{
  "formula": "C37H28CsN4OPSe",
  "method": "ωB97M-V/def2-TZVPD",
  "elements": ["Cs", "C", "C", "N", "N", "C", "O", "C", "C", "C", "C", "C", "C", "C", "C", "C", "C", "C", "N", "H", "H", "H", "H", "H", "H", "H", "H", "H", "H", "H", "H", "C", "C", "C", "C", "C", "C", "P", "C", "C", "C", "C", "C", "C", "C", "C", "C", "C", "C", "C", "C", "C", "C", "C", "H", "H", "H", "H", "H", "H", "H", "H", "H", "H", "H", "H", "H", "H", "H", "H", "Se", "C", "N"],
  "positions_angstrom": [[1.894026, -0.304283, -0.990505], [2.111392, 3.053851, -1.464559], [0.803327, 3.329073, -0.780992], [0.638332, 3.493898, 0.483860], [1.623118, 3.404059, 1.387175], [2.371761, 2.329753, 1.522465], [2.282105, 1.230312, 0.893203], [3.345578, 2.412163, 2.664195], [4.476962, 1.600929, 2.651473], [5.369011, 1.611655, 3.712582], [5.131584, 2.425472, 4.812201], [4.006109, 3.239025, 4.833148], [3.121620, 3.234791, 3.765395], [-0.415008, 3.450108, -1.599860], [-1.534701, 4.165103, -1.150235], [-2.665131, 4.213063, -1.935267], [-2.677498, 3.536368, -3.151387], [-1.524937, 2.864217, -3.520296], [-0.420090, 2.829263, -2.784775], [2.435898, 2.031502, -1.290644], [2.886704, 3.704064, -1.051434], [2.023983, 3.209971, -2.536378], [4.641627, 0.961729, 1.793432], [6.248993, 0.979660, 3.693845], [5.815528, 2.423911, 5.653312], [3.814171, 3.873391, 5.691200], [2.241954, 3.864225, 3.756788], [-1.480623, 4.658299, -0.190671], [-3.540246, 4.760011, -1.602502], [-3.551841, 3.533778, -3.788546], [-1.480566, 2.320433, -4.459695], [-1.079599, -4.554188, 4.150138], [-1.861212, -3.429966, 3.925413], [-1.706504, -2.684199, 2.762546], [-0.761765, -3.032826, 1.796094], [0.015811, -4.165673, 2.049671], [-0.137351, -4.925892, 3.200112], [-0.417263, -2.259018, 0.046969], [-1.254334, -0.668190, 0.421376], [-0.785285, 0.081294, 1.500138], [-1.339836, 1.311086, 1.814016], [-2.394762, 1.804700, 1.061183], [-2.870211, 1.072667, -0.016111], [-2.296330, -0.147994, -0.342285], [-1.699707, -3.339563, -0.724331], [-2.593436, -4.321333, -0.390037], [-3.368325, -4.890033, -1.432631], [-3.252377, -4.500995, -2.746999], [-2.332855, -3.487535, -3.117026], [-2.076368, -2.945759, -4.400414], [-1.157789, -1.929863, -4.525047], [-0.451125, -1.384251, -3.420625], [-0.640753, -1.883102, -2.150532], [-1.586432, -2.928261, -2.068484], [-1.198912, -5.132186, 5.059835], [-2.602334, -3.134887, 4.661631], [-2.339504, -1.818767, 2.600295], [0.757807, -4.447212, 1.305559], [0.477429, -5.805074, 3.362193], [0.033672, -0.304402, 2.097642], [-0.940493, 1.891723, 2.636354], [-2.828568, 2.768178, 1.300069], [-3.679912, 1.465494, -0.620607], [-2.666387, -0.702075, -1.194926], [-2.720086, -4.668346, 0.629464], [-4.086511, -5.663083, -1.177145], [-3.877839, -4.963336, -3.505448], [-2.589882, -3.337126, -5.273147], [-0.958912, -1.525602, -5.514000], [0.239465, -0.568292, -3.621745], [4.483242, 0.664318, -4.110131], [5.835832, 0.177254, -5.173853], [6.716548, -0.127510, -5.871713]],
  "forces_ev_per_a": [[-0.03, -1.42, -1.59], [-0.06, 0.16, -0.03], [0.60, -0.10, 0.53], [-0.77, -0.29, -0.58], [0.95, 0.27, 0.42], [-0.70, 0.12, -0.09], [0.41, 1.15, 1.17], [0.12, -0.08, 0.06], [-0.04, -0.02, -0.08], [0.03, 0.03, 0.09], [0.01, 0.02, 0.03], [0.01, 0.00, 0.01], [0.00, 0.06, -0.07], [-0.54, 0.06, -0.31], [0.14, 0.03, 0.06], [-0.03, -0.05, -0.06], [0.07, 0.04, 0.10], [-0.12, -0.04, -0.14], [0.19, -0.03, 0.23], [0.22, 0.61, -0.05], [-0.02, -0.04, 0.06], [0.07, 0.01, -0.02], [-0.03, -0.02, 0.02], [-0.01, -0.01, -0.05], [0.02, 0.00, -0.02], [-0.01, 0.00, -0.01], [0.00, -0.01, 0.02], [0.01, -0.02, 0.02], [0.01, 0.01, 0.01], [0.02, -0.02, -0.03], [-0.02, 0.01, 0.02], [0.02, -0.04, 0.04], [-0.06, 0.03, 0.05], [0.00, -0.04, -0.08], [0.05, -0.06, -0.05], [-0.02, 0.09, -0.01], [0.00, -0.03, 0.02], [-0.46, -0.80, 1.22], [0.00, 0.13, 0.02], [0.06, -0.05, -0.02], [-0.06, 0.05, 0.09], [0.01, 0.00, 0.03], [-0.04, 0.03, -0.01], [-0.07, -0.03, 0.06], [-0.01, 0.01, -0.36], [0.10, 0.08, 0.10], [-0.08, -0.06, -0.08], [-0.06, -0.06, -0.03], [0.13, 0.12, 0.19], [0.01, -0.02, -0.06], [-0.06, 0.02, -0.19], [-0.08, -0.09, 0.06], [-0.02, 0.29, -0.79], [0.05, -0.10, 0.13], [-0.01, 0.00, -0.01], [0.01, 0.01, -0.01], [0.00, 0.02, 0.02], [0.01, -0.04, 0.05], [0.01, 0.02, -0.01], [0.02, 0.04, -0.01], [0.04, 0.01, -0.04], [0.02, 0.01, -0.01], [0.01, -0.01, -0.02], [0.01, 0.00, -0.01], [0.02, 0.03, 0.01], [0.01, 0.00, -0.02], [0.00, -0.01, 0.02], [-0.01, 0.03, 0.00], [-0.02, -0.02, 0.00], [0.03, 0.03, -0.08], [-0.73, 0.28, 0.59], [0.78, -0.31, -0.59], [-0.09, 0.03, 0.07]],
  "lowdin_charge": [1.16, -0.07, -0.29, 0.06, 0.05, -0.51, -0.43, -0.14, -0.03, -0.10, -0.12, -0.11, -0.04, -0.22, -0.04, -0.10, -0.09, -0.15, 0.13, -0.07, 0.09, 0.07, 0.11, 0.09, 0.09, 0.09, 0.10, 0.10, 0.10, 0.09, 0.10, -0.13, -0.11, -0.10, -0.34, -0.13, -0.12, 0.89, -0.40, -0.14, -0.09, -0.11, -0.09, -0.07, -0.28, -0.07, -0.11, -0.06, -0.19, -0.07, -0.10, -0.14, -0.27, -0.28, 0.08, 0.09, 0.10, 0.09, 0.09, 0.11, 0.10, 0.09, 0.09, 0.10, 0.10, 0.09, 0.09, 0.09, 0.09, 0.06, 0.28, -1.09, -0.06],
  "e_homo_ev": -2.1720,
  "e_tot_ha": -4483.954636,
  "total_charge": -2,
  "largest_force_ev_per_a": 2.1,
  "e_above_lowest_kcal_mol": 24.69,
  "spin_multiplicity": 1
}

(2)
{
  "formula": "C34H27N9RbS",
  "method": "ωB97M-V/def2-TZVPD",
  "elements": ["Rb", "C", "C", "C", "C", "C", "C", "N", "N", "C", "C", "C", "C", "C", "N", "H", "H", "H", "H", "H", "H", "H", "H", "H", "N", "C", "C", "C", "C", "C", "C", "S", "N", "C", "C", "C", "C", "C", "C", "N", "H", "H", "H", "H", "H", "H", "H", "H", "H", "C", "C", "C", "C", "C", "C", "N", "N", "C", "C", "C", "C", "C", "N", "H", "H", "H", "H", "H", "H", "H", "H", "H"],
  "positions_angstrom": [[-0.332910, -1.303231, -0.754741], [-3.769859, 1.673943, -5.583361], [-2.483039, 1.998807, -4.858574], [-2.175412, 1.149495, -3.586196], [-3.389863, 0.447341, -2.985759], [-4.464266, 0.184865, -3.755304], [-4.649906, 0.827059, -5.049837], [-3.185566, -0.113324, -1.687448], [-4.269748, -0.320394, -1.107691], [-4.113072, -0.992275, 0.147388], [-5.117713, -0.794588, 1.070105], [-4.978139, -1.453081, 2.271577], [-3.906080, -2.267444, 2.494694], [-2.996976, -2.436343, 1.463526], [-3.087392, -1.803990, 0.265332], [-3.898830, 2.069207, -6.586626], [-2.385030, 3.096323, -4.744561], [-1.626891, 1.749367, -2.824475], [-5.261766, -0.486762, -3.468102], [-5.566162, 0.571977, -5.601830], [-5.878696, -0.021300, 0.905720], [-5.674302, -1.324733, 3.030567], [-3.754954, -2.739955, 3.448222], [-2.232466, -3.157026, 1.520369], [1.971414, -0.580310, 3.836001], [3.240916, -1.040599, 3.702951], [4.083232, -1.279772, 4.704316], [5.469374, -1.657843, 4.374032], [5.977721, -1.756381, 3.132947], [5.087024, -1.611727, 1.939003], [3.635579, -1.174995, 2.282870], [2.429205, -2.196791, 1.472434], [0.990515, -1.363679, 1.858347], [0.940493, -0.730990, 2.962457], [-0.297710, 0.103919, 3.210631], [-0.739925, 0.555957, 4.433632], [-1.990677, 1.172842, 4.586733], [-2.721413, 1.321774, 3.447891], [-2.193787, 0.920828, 2.223813], [-1.030850, 0.312648, 2.097103], [1.826724, -0.049271, 4.636979], [3.829724, -1.183786, 5.763265], [6.171199, -1.829606, 5.115788], [7.052360, -2.012319, 2.998846], [5.163905, -2.483244, 1.253804], [-0.094627, 0.421195, 5.323376], [-2.349697, 1.477130, 5.527308], [-3.703769, 1.685671, 3.522175], [-2.769289, 1.106646, 1.329916], [5.264603, -0.382482, 1.072407], [3.891569, 0.253370, 1.609077], [2.875234, 0.731705, 0.625699], [2.949862, 0.410779, -0.669186], [4.125268, -0.230428, -1.175849], [5.187998, -0.560444, -0.454727], [1.906455, 0.858494, -1.528694], [2.073089, 0.739759, -2.754481], [0.936684, 1.050291, -3.557855], [0.907932, 2.243719, -4.414350], [-0.031163, 2.382725, -5.332020], [-1.157621, 1.406001, -5.479339], [-1.130273, 0.337370, -4.346429], [0.032931, 0.114212, -3.572725], [6.164823, 0.155579, 1.345538], [3.936872, 1.077860, 2.365282], [2.003721, 1.290573, 0.977890], [4.351404, -0.304889, -2.266612], [6.102964, -0.855602, -0.862114], [1.645021, 2.962737, -4.199128], [-0.068565, 3.230647, -6.036097], [-1.165930, 1.007444, -6.495152], [-1.581489, -0.600657, -4.610746]],
  "forces_ev_per_a": [[-0.06, 0.23, -0.08], [0.79, -0.44, 0.30], [0.45, 0.29, -0.57], [-1.16, 1.14, 1.13], [0.87, -0.30, -0.52], [0.10, 0.42, 0.24], [-0.41, -0.18, -0.76], [-0.87, 0.17, -0.58], [0.46, 0.15, 0.19], [-0.30, 0.43, -1.32], [-0.07, 0.69, 0.37], [0.12, 0.42, -0.67], [0.92, -0.36, -0.33], [-0.81, 0.67, -1.08], [0.16, -1.00, 1.72], [-0.12, 0.17, 0.19], [-0.20, -0.43, 0.14], [-0.59, -0.25, -0.37], [0.14, 0.03, 0.47], [0.48, 0.13, 0.26], [0.18, -0.68, -0.12], [-1.28, 0.32, 1.26], [-0.01, -0.29, 0.10], [1.07, -0.64, 0.32], [-1.23, -0.15, -0.07], [1.21, -0.92, -0.19], [0.86, -0.19, 0.15], [-0.36, 0.42, -1.82], [-0.15, -0.30, 0.33], [-0.13, -0.87, -0.57], [0.44, 0.52, -0.33], [-0.48, -0.20, -0.11], [0.33, -1.01, -0.28], [-0.11, 1.40, -0.17], [-0.68, -0.33, -0.78], [0.88, 0.00, 1.57], [1.51, -0.88, -1.12], [0.15, -0.26, -0.22], [-0.01, 0.06, 0.31], [0.16, -0.01, -0.07], [-0.62, 0.95, 1.46], [-0.16, 0.00, -0.43], [0.88, -0.20, 1.80], [-0.98, 0.20, -0.01], [-0.24, -0.03, 0.74], [-0.55, 0.00, -0.51], [-0.30, 0.30, 1.02], [-1.11, 0.66, -0.19], [0.03, -0.08, -0.26], [-1.03, 1.72, -0.99], [0.20, 0.19, 0.18], [-0.54, -0.33, 0.00], [-0.09, 0.58, -0.17], [2.06, -0.58, -2.27], [-0.74, 0.56, 2.81], [-0.77, 0.02, -0.27], [0.79, 0.30, 0.53], [-1.96, -1.95, -0.10], [0.07, -0.66, 0.80], [-0.76, 0.29, -0.87], [0.28, -0.24, 0.15], [-0.70, 0.42, -0.21], [2.11, 0.96, 0.71], [0.16, 0.37, -0.12], [0.52, -0.96, -0.23], [0.29, -0.09, -0.05], [-1.01, 0.08, 0.84], [1.10, -0.60, -1.05], [0.89, 0.86, -0.17], [0.25, -0.30, 0.56], [-0.33, 0.13, -0.07], [0.02, -0.54, -0.53]],
  "lowdin_charge": [0.73, -0.03, -0.17, -0.15, -0.19, 0.00, -0.07, 0.06, 0.09, -0.36, 0.00, -0.06, -0.04, -0.11, 0.06, 0.12, 0.15, 0.16, 0.11, 0.11, 0.13, 0.10, 0.11, 0.10, 0.14, -0.29, 0.01, -0.06, -0.03, -0.24, -0.52, 1.02, -0.31, -0.36, -0.19, 0.00, -0.03, -0.05, -0.12, 0.11, 0.12, 0.12, 0.08, 0.13, 0.15, 0.12, 0.10, 0.10, 0.11, -0.16, -0.13, 0.00, -0.29, -0.05, -0.01, 0.06, 0.09, -0.29, 0.00, -0.02, -0.16, -0.26, 0.10, 0.14, 0.17, 0.13, 0.13, 0.10, 0.10, 0.14, 0.15, 0.15],
  "e_homo_ev": -10.1369,
  "e_tot_ha": -2226.538768,
  "total_charge": 1,
  "largest_force_ev_per_a": 3.1,
  "e_above_lowest_kcal_mol": 82.53,
  "spin_multiplicity": 1
}

(3)
{
  "formula": "C3H10BN",
  "method": "ωB97M-V/def2-TZVPD",
  "elements": ["C", "B", "N", "C", "C", "H", "H", "H", "H", "H", "H", "H", "H", "H", "H"],
  "positions_angstrom": [[-0.864014, -1.402348, 1.348498], [-0.894706, 0.098077, 0.682646], [0.088172, 0.511864, -0.285151], [1.422582, -0.486559, -0.455009], [0.037730, 1.729566, -1.152275], [-0.246949, -2.119755, 0.851355], [-1.813061, -1.803353, 1.450970], [-0.513746, -1.368431, 2.370441], [-1.808817, 0.686466, 0.858051], [2.118708, 0.297049, -0.406564], [1.300670, -1.245441, 0.280034], [1.438521, -1.030079, -1.453282], [0.851946, 2.506654, -1.044977], [-0.131489, 1.472189, -2.151768], [-0.985546, 2.154100, -0.892969]],
  "forces_ev_per_a": [[1.52, 2.16, -0.19], [2.91, -2.52, -1.73], [1.44, -2.11, 0.32], [-4.13, 1.66, -2.07], [-1.59, 0.18, 2.63], [0.30, -0.49, -0.43], [-2.13, -0.69, -0.09], [0.35, 0.19, 0.50], [-2.08, 1.95, 0.46], [1.82, 0.10, 0.43], [0.65, 0.07, 0.85], [-0.18, 1.05, 0.96], [-0.77, -1.09, 0.12], [0.45, -0.60, -1.75], [1.43, 0.12, -0.02]],
  "lowdin_charge": [-0.07, -0.25, -0.12, 0.02, -0.10, 0.02, 0.01, 0.05, 0.03, 0.04, 0.02, 0.09, 0.09, 0.05, 0.09],
  "e_homo_ev": -9.4022,
  "e_tot_ha": -199.874782,
  "total_charge": 0,
  "largest_force_ev_per_a": 4.9,
  "e_above_lowest_kcal_mol": 37.90,
  "spin_multiplicity": 1,
  "smiles": "CBN(C)C"
}